# 1
ORCA calculation (ωB97M-V/def2-TZVPD) on 2 unconnected molecules or ions with the total composition C19H42Cl2O3P at a distorted geometry.

XYZ file:
```
67
Properties=species:S:1:pos:R:3:forces:R:3:lowdin_charge:R:1
C 4.743652 -0.535025 -0.226275 0.21 -0.37 0.33 -0.139
C 0.113534 2.278437 -2.286795 -0.19 0.28 -0.19 -0.199
H 3.650215 1.788417 -0.253186 0.45 -0.39 -2.05 0.126
H -2.343071 4.978597 -1.349170 1.10 -1.30 -1.34 0.104
H -1.323195 -2.702948 -3.227131 -1.58 1.65 -0.09 0.069
C 2.468689 -1.710966 3.411194 -0.20 -0.06 -0.03 -0.225
H -0.144749 1.294493 -1.673728 0.54 2.01 -1.61 0.112
C -3.071063 3.082538 -2.391662 0.14 0.47 -0.10 -0.170
H -3.863466 -1.513702 -0.672030 -1.39 -0.08 -2.13 0.101
H -5.777032 3.071587 -1.011800 1.01 -1.99 -0.10 0.108
H 3.477372 -0.944282 5.161060 -0.06 -0.01 -0.04 0.099
C -5.154526 2.128194 -0.704025 0.11 0.04 3.29 -0.243
H -1.592241 4.660487 -3.117238 -0.70 -0.77 2.31 0.114
H 5.069116 -2.429793 4.325436 0.01 0.03 -0.09 0.066
H 2.748560 -0.824637 2.827000 -0.02 -0.09 0.04 0.101
C -0.509939 3.544992 -1.449463 0.37 0.73 0.48 -0.232
H 1.933113 2.651022 -3.707468 -0.24 -0.46 2.47 0.113
C 2.541378 0.993395 -2.130735 -0.35 1.13 0.61 -0.173
H -6.116032 -0.258560 -3.003891 0.25 -0.25 0.81 -0.030
H 2.226295 -2.079487 6.891517 0.06 -0.04 -0.10 0.103
C -3.589905 -2.422205 -2.744824 1.00 -0.49 0.67 -0.703
Cl -6.103063 -2.399846 -1.391310 1.35 0.18 0.11 0.394
H -4.031961 3.619240 -2.824352 2.03 -0.90 0.87 0.111
H 1.788687 -0.499105 5.048034 0.05 -0.08 0.00 0.110
H 0.574355 -3.435020 4.695789 -0.04 0.06 0.09 0.068
H 0.288153 4.432350 -1.442136 -1.63 -1.84 -0.06 0.100
H 0.499575 -3.758371 6.430509 -0.06 0.08 -0.11 0.069
H -0.412391 2.254799 -3.343958 0.93 -0.20 2.25 0.110
O 4.973045 0.439431 -1.304272 -1.53 0.11 1.58 -0.271
C 2.128323 -2.460163 5.867514 -0.01 0.18 0.04 -0.278
H -5.099292 2.201420 0.479792 -0.28 0.09 -2.17 0.104
H 4.358571 2.382791 -1.974542 -0.78 -2.02 1.55 0.135
H -2.977680 2.354617 -0.087048 -0.62 -0.48 -2.36 0.136
H 2.842165 -3.285412 5.777580 0.01 0.06 -0.02 0.097
H 5.181109 -1.696403 2.711880 0.00 -0.04 0.08 0.060
C -3.534016 2.161613 -1.113568 -0.93 -1.69 -1.69 -0.288
H -0.021123 -2.184782 5.806588 0.04 -0.08 -0.06 0.077
H -3.407381 -3.524744 -2.324232 -0.74 2.49 -0.84 0.101
H 3.096218 -3.785482 3.547351 -0.03 0.05 -0.02 0.099
P -4.915214 0.234968 -2.318286 -1.09 0.33 -2.60 0.407
H -1.734037 -1.266151 -2.077214 -0.79 -1.12 -2.10 0.078
Cl -4.528562 -2.693573 -4.359703 0.84 0.13 1.23 0.412
C 3.385989 -2.871885 3.018009 -0.09 0.13 -0.10 -0.271
O -3.352187 0.782516 -1.676215 -0.47 2.08 2.07 -0.418
H 5.782086 -1.092070 -0.039822 -2.42 1.16 -0.51 0.109
O -5.786197 0.777606 -0.876090 2.43 2.33 -0.46 -0.390
C 2.486603 -1.331910 4.896723 0.16 0.02 0.01 -0.229
H 3.892067 -1.295887 -0.509210 1.71 1.34 0.47 0.101
C -4.464574 -1.512197 -1.694725 1.17 -1.72 0.66 -0.730
C 0.713344 -2.986806 5.683714 -0.05 -0.20 0.06 -0.116
C -2.083622 -1.826422 -3.070785 -0.18 0.65 1.31 -0.168
C 4.858969 -2.585094 3.263438 0.16 -0.19 0.02 -0.114
H 5.467509 -3.431203 2.926654 0.01 0.15 0.05 0.071
H -2.069325 -1.009105 -3.917450 -0.16 -1.90 1.65 0.079
H -4.266922 0.048742 -3.601620 0.42 -0.46 0.27 -0.034
H 4.414485 -0.017368 0.782854 0.70 -0.81 -1.94 0.085
H 2.743140 0.340075 -3.090140 -0.25 1.18 2.18 0.123
H 1.442186 -1.956617 3.110678 0.12 0.06 0.04 0.106
C 3.916735 1.468111 -1.349423 -0.31 0.06 -1.07 -0.232
H 2.179498 3.278188 -1.882716 -0.88 -1.79 -1.56 0.100
H 1.838302 0.449816 -1.340024 1.55 0.87 -1.93 0.110
H -2.665550 2.369567 -3.257261 -1.08 1.37 2.14 0.117
H 3.245428 -3.078138 1.950341 -0.05 -0.01 0.12 0.102
C 1.749302 2.400292 -2.565493 -0.36 -0.37 0.69 -0.205
C -1.891378 4.173903 -2.068907 -0.19 -0.38 -0.63 -0.229
H -0.653765 3.261450 -0.303127 0.21 0.45 -2.47 0.108
H -5.334311 1.501706 -2.860607 0.58 0.61 0.05 -0.012
```
Positions in Å, forces in eV/Å.

Results
net charge: -1
2S+1: 1
gap between HOMO and LUMO: 6.784 eV


# 2
ORCA calculation (ωB97M-V/def2-TZVPD) on 3 unconnected molecules or ions with the total composition C19H42FNO12P2 at a distorted geometry.

XYZ file:
```
77
Properties=species:S:1:pos:R:3:forces:R:3:lowdin_charge:R:1
H -8.289159 2.079989 -1.454833 0.17 -0.25 -0.30 0.120
C 0.114919 -3.901969 5.285782 -0.13 -1.03 0.24 -0.283
H 2.600522 0.350621 -4.337164 -0.50 0.32 1.35 0.137
H 3.862248 -2.987613 1.985614 -0.21 0.04 -0.12 0.071
H -0.161197 0.017755 5.337666 -0.01 0.05 0.05 0.070
C 1.281504 -3.927992 6.253939 0.41 0.19 -0.19 -0.077
C -4.652801 3.017541 -4.404515 -0.06 0.23 -0.40 -0.294
O -3.301845 1.158481 -2.451016 -2.14 -3.39 -2.07 -0.227
C -2.632151 1.993271 0.421348 0.13 0.18 0.06 -0.075
O 6.559363 -0.646430 -3.940954 -0.59 1.90 4.04 0.061
H 3.865642 -4.718448 2.244461 -0.06 -0.01 -0.08 0.075
H 1.056614 -0.138746 -0.777830 -0.89 -1.09 -1.15 0.121
H -5.835879 2.821388 -6.201555 0.03 -0.03 0.04 0.078
C 4.285779 -0.089439 -2.271631 -0.48 -1.47 0.93 -0.153
H -0.802336 -4.056617 5.862771 -0.10 0.37 -0.17 0.119
H 0.754212 1.059865 6.440393 0.00 -0.02 -0.05 0.078
O -0.074555 -2.669249 4.592794 -1.47 2.89 -2.15 -0.264
H -7.732667 4.324014 -0.773105 -0.07 -0.22 -0.02 0.082
H 1.395872 1.396548 -3.350596 1.16 -1.40 -0.18 0.145
C -5.928896 2.631647 -5.130289 -0.06 -0.10 -0.03 -0.082
H -7.027861 1.950197 -0.259180 0.17 0.07 -0.13 0.111
H -4.409947 4.061041 -4.621522 0.03 -0.07 0.19 0.121
P 1.039782 -1.986483 3.488130 6.81 -5.53 3.32 0.752
C 1.901197 -3.919686 1.852719 0.44 -0.10 -0.24 -0.286
H 1.260245 -3.063749 6.921381 -0.05 -0.10 -0.03 0.071
H 1.510932 -4.931434 1.707354 -0.04 0.06 0.16 0.118
C -3.828234 1.103934 0.137826 0.41 0.22 0.26 -0.293
F 0.233205 -2.075313 -1.118551 0.30 1.71 -0.38 -0.133
H -7.172407 4.114124 -2.442626 -0.05 -0.04 0.10 0.071
O 1.961676 -1.344163 2.442929 -4.14 1.85 -0.55 -0.219
H 1.909964 -1.706336 -3.030965 -1.11 0.98 0.34 0.113
C 0.706964 0.060735 6.002324 -0.12 0.03 -0.02 -0.083
H -6.781612 3.194391 -4.745356 0.08 0.00 -0.03 0.073
O 3.804705 2.589464 -3.685019 -1.61 -1.34 4.54 0.082
H 2.843239 -0.131892 5.908665 0.00 -0.14 -0.12 0.120
C 6.605432 -0.089720 -2.820075 1.42 -1.32 -2.99 -0.388
H 8.360348 0.825523 -1.656809 -0.77 -1.44 -0.23 0.088
H -0.591479 -0.241827 -1.703221 1.70 -0.71 0.20 0.119
H 4.041830 3.006393 -0.771902 -0.72 -0.11 -0.45 0.122
H -2.930928 2.848689 1.032720 -0.01 -0.10 0.03 0.076
C 3.493248 2.235866 -2.515052 1.91 2.01 -3.78 -0.419
C 7.991769 -0.204033 -1.993354 -0.75 0.55 0.03 0.001
H 0.425549 -0.863589 -3.796693 1.43 -0.09 1.18 0.126
C 2.115012 0.494275 -3.316482 -1.65 0.08 0.26 -0.180
O 1.994824 -1.597676 4.784805 -0.51 0.76 -0.17 -0.249
O -6.518869 1.490464 -2.220622 1.41 -2.89 -2.20 -0.261
C 0.455243 -0.710178 -1.574338 0.09 -0.09 -0.32 -0.149
H 1.400526 -3.278294 1.125902 0.12 0.04 0.06 0.091
H -6.019849 4.082920 -1.106561 -0.08 -0.04 -0.06 0.071
H -4.349970 0.882769 1.073795 -0.11 0.07 -0.11 0.117
C 1.983859 -0.253334 5.243927 0.06 0.25 0.32 -0.295
H 2.238494 -3.921709 5.729108 -0.09 0.04 0.04 0.071
H 4.297862 -0.724722 -1.303812 -0.07 1.09 -1.37 0.153
O 3.479207 3.262005 -1.535605 0.43 -2.42 -0.68 0.070
O -4.805310 2.905977 -2.996046 -0.04 -0.73 -0.56 -0.244
H 1.247665 -4.836272 6.862676 -0.21 0.02 -0.11 0.082
C 1.228617 -0.794534 -2.969423 -0.16 0.51 -0.25 -0.148
H -3.525080 0.147453 -0.290838 0.06 0.12 -0.05 0.101
O 5.525927 0.660275 -2.284283 1.14 -1.87 -0.41 -0.044
N 3.110359 0.831981 -2.223918 0.46 1.09 -1.03 -0.049
C -7.229863 2.290281 -1.276588 -0.59 0.25 0.87 -0.283
C -7.025172 3.786552 -1.411235 0.47 0.11 -0.06 -0.077
H -2.203776 2.405143 -0.495421 -0.06 -0.24 -0.02 0.073
H 2.115743 0.435406 4.403486 0.06 -0.04 0.00 0.106
H -1.852460 1.441817 0.952817 -0.04 0.03 0.01 0.073
H -3.812155 2.404670 -4.744537 0.03 0.05 0.05 0.107
P -4.814422 1.389585 -2.330403 0.96 7.75 4.90 0.750
H 4.182943 -0.848133 -3.127672 0.37 1.49 0.85 0.143
O 1.590743 -3.525724 3.188953 -1.17 0.30 -0.30 -0.260
H 0.164057 -4.733118 4.579856 0.15 0.17 -0.01 0.111
H 7.791490 -0.884021 -1.085216 0.43 1.15 -1.35 0.095
H 8.814449 -0.635861 -2.666824 -1.64 0.47 0.92 0.094
C 3.405563 -3.922696 1.652687 0.22 -0.04 0.06 -0.075
H 0.538304 -0.666033 6.799405 0.05 0.06 -0.05 0.073
H 3.660050 -4.079950 0.601628 -0.03 -0.04 0.05 0.075
H -6.152156 1.569968 -4.987561 -0.02 0.02 -0.06 0.071
O -4.744657 1.783968 -0.716663 -0.55 -1.03 -0.39 -0.260
```
Positions in Å, forces in eV/Å.

Results
structure (SMILES): CC(=O)OCN(CCCF)C(=O)O.CCOP(=O)(OCC)OCC.CCOP(=O)(OCC)OCC
2S+1: 1
gap between HOMO and LUMO: 7.849 eV